{"formula": "C4H8O2", "method": "wB97M-V/def2-TZVPD", "max_force_ha_per_bohr": 0.0293, "smiles": "C=C(OC)OC", "homo_ha": -0.2891, "e_tot_ev": -8370.0304, "relative_energy_kcal_mol": 74.98, "lumo_ev": 0.9830, "total_charge": 0, "gap_ev": 8.8, "symbols": ["C", "C", "O", "C", "O", "C", "H", "H", "H", "H", "H", "H", "H", "H"], "coordinates": [[-0.807, 0.992, 1.095], [0.087, 0.248, 0.435], [-0.372, -0.814, -0.263], [-1.829, -0.566, -0.650], [1.399, 0.546, 0.456], [2.365, -0.179, -0.285], [-0.604, 1.999, 1.387], [-1.600, 0.441, 1.580], [-2.621, -0.192, 0.041], [-1.813, 0.148, -1.478], [-2.099, -1.570, -0.928], [3.285, 0.413, -0.237], [2.552, -1.158, 0.169], [2.057, -0.306, -1.323]], "lowdin_charge": [0.022, -0.482, -0.056, -0.028, -0.046, -0.059, 0.054, 0.062, 0.083, 0.096, 0.076, 0.094, 0.095, 0.091]}